Record 1
12
Properties=species:S:1:pos:R:3 method="wB97M-V/def2-TZVPD" orbital_gap_ev="6.821 / 9.218" max_force_ha_per_bohr=0.0894 e_homo_ev="-8.7 / -9.1"
S -0.4016 1.6298 1.8997
O -1.1199 -0.6357 0.4745
O -1.5045 1.7268 2.9221
C 2.9825 -0.1495 -0.4194
C -2.5477 -0.5119 0.5559
C -0.3395 0.3066 0.8211
H -3.0221 -0.2186 1.5804
H -2.9139 0.3205 -0.0369
H 2.5035 -0.2437 -1.4388
H 2.3500 -0.4574 0.3127
H -2.8653 -1.4419 0.3453
H 3.9618 0.2014 -0.0722

Record 2
23
Properties=species:S:1:pos:R:3 method="wB97M-V/def2-TZVPD" orbital_gap_ev=7.279 max_force_ha_per_bohr=0.0625 e_homo_ev=-7.6 smiles="NC1=N/C(=C/c2ccc(=O)[nH]c2)C(=O)N1"
O 0.9273 2.0272 0.7299
O 3.5428 -3.7038 0.6039
N -2.1895 1.4757 -0.5583
N -3.0157 3.6084 -0.6293
N -0.7423 3.1698 -0.1807
N 2.7147 -1.6780 0.3596
C 2.5459 -3.0084 0.5861
C 0.1350 -2.7640 0.1990
C 0.3320 -1.3047 0.0917
C -2.0158 2.7507 -0.4007
C -0.0726 1.9915 0.0448
C 1.2248 -3.5805 0.4650
C 1.6142 -0.8325 0.1619
C -0.9784 0.9100 -0.2674
C -0.8406 -0.4535 -0.2191
H -2.7098 4.4803 -1.0494
H -3.8892 3.1895 -0.9971
H 1.8997 0.1972 -0.0195
H -1.7437 -1.0369 -0.3669
H -0.9077 -3.1962 0.1654
H -0.6042 3.8264 0.5525
H 3.6620 -1.3983 0.1761
H 1.1109 -4.6700 0.5526

Record 3
16
Properties=species:S:1:pos:R:3 method="wB97M-V/def2-TZVPD" orbital_gap_ev=8.642 max_force_ha_per_bohr=0.0832 e_homo_ev=-7.9 smiles=CNC.NN
N -0.9445 -0.9002 -1.7558
N 0.2993 0.1342 0.3902
N -2.0558 -0.1052 -1.5226
C 1.2771 1.1948 0.2123
C 0.6267 -0.8130 1.4441
H -0.2050 -1.5033 1.5733
H -1.9433 0.3842 -0.4434
H 1.5064 1.7237 1.1481
H 0.8246 -0.3273 2.4043
H 0.8969 1.9231 -0.5010
H 1.5141 -1.3763 1.1488
H 2.2029 0.7624 -0.1713
H -0.7173 0.5596 0.5282
H -1.2364 -1.8504 -1.5189
H -0.1285 -0.5464 -0.8527
H -1.9172 0.7401 -2.0836

We obtain relative energy (zero: lowest compared OMol25 entry of this formula, charge and spin) values of 170.97; 0.00; 67.87 kcal/mol for the records listed above, in that order.